Entry 1:
10
Properties=species:S:1:pos:R:3:forces:R:3 method="wB97M-V/def2-TZVPD" relative_energy_kj_mol=51.0 homo_lumo_gap_ha=0.3765 homo_ha=-0.3528 total_charge=0 e_lumo_ev=0.646 smiles="NC=O.N"
H 2.747896 0.812602 -0.426948 0.91 0.70 -0.93
H -0.302073 -0.408010 -0.160112 2.10 -0.49 -0.19
H -1.950415 -1.340265 0.372932 -0.89 -0.09 -0.09
C -2.188524 -0.293752 0.056824 -2.56 -1.38 1.54
N -1.026701 0.231468 -0.205348 -0.19 2.55 -0.95
H 2.509002 -0.839920 -0.172384 -0.70 2.56 0.21
H -0.938086 1.173897 -0.567766 0.30 -0.32 0.15
N 2.148767 0.171665 0.018758 -0.30 -3.58 -1.15
H 2.311053 0.296758 0.975033 0.10 0.25 1.85
O -3.310918 0.195554 0.109010 1.23 -0.21 -0.46



Entry 2:
24
Properties=species:S:1:pos:R:3:forces:R:3 method="wB97M-V/def2-TZVPD" relative_energy_kj_mol=225.1 homo_lumo_gap_ha=0.2640 homo_ha=-0.2728 total_charge=0 e_lumo_ev=-0.239
C 2.148814 -0.213360 -0.498140 -0.69 0.84 -0.66
O 2.691312 0.373078 0.651249 -0.24 -0.07 0.47
H 2.942919 -0.647634 -1.134879 -0.28 -0.04 0.18
H -3.095481 2.210766 1.118820 0.20 -0.29 0.00
O 0.754985 -2.124600 -0.991879 0.09 1.71 1.37
H -0.693095 -2.020353 -1.183745 -2.57 0.78 0.38
C -1.828996 -0.691946 0.216722 2.38 -1.96 0.97
H -2.536427 0.909893 2.220220 0.04 0.03 -0.38
H -0.372901 -0.658554 0.264527 -2.04 1.16 0.13
H 1.602845 0.529975 -1.111620 0.29 -0.08 0.07
H 4.287559 1.295052 -0.271187 -0.06 0.16 0.09
H -2.587779 -2.454637 -0.703416 0.38 0.15 -0.13
C -2.035894 -1.530567 -0.962560 2.34 -1.92 -0.15
C 1.178348 -1.298811 -0.098616 0.66 -2.69 -1.32
C -2.386613 1.381444 1.237083 0.15 1.02 0.73
Al -3.146517 0.821589 -1.707210 -0.08 -0.55 -1.36
O -2.518317 -0.910083 -2.069349 -0.68 2.00 0.40
H 3.817125 1.939408 1.335158 -0.18 -0.25 -0.29
H -1.936298 -1.213533 1.178878 -0.10 0.16 -0.31
C 3.438543 1.534828 0.386224 0.12 0.23 -0.21
H 2.812266 2.300487 -0.106662 0.19 -0.18 0.12
H 1.458503 -1.762250 0.869770 -0.76 0.47 0.16
O -2.635875 0.458653 0.197978 1.15 -0.48 -0.30
H -1.359028 1.771154 1.162634 -0.32 -0.18 0.04



Entry 3:
16
Properties=species:S:1:pos:R:3:forces:R:3 method="wB97M-V/def2-TZVPD" homo_lumo_gap_ha=0.3040 homo_ha=-0.3238 total_charge=0 e_lumo_ev=-0.538
H -2.698685 2.691493 -3.056021 -0.71 0.56 -0.08
I -1.404063 -2.143156 -0.639381 0.13 -0.14 -0.18
I -5.059556 0.043990 0.143415 0.20 0.25 0.20
H 1.207151 -0.626975 0.312994 1.03 -0.48 0.68
Si -3.430634 1.988678 0.422457 -0.03 -0.30 -0.92
C 0.404525 -2.071851 1.591346 3.69 -1.43 2.12
H -1.305453 2.367542 -2.172754 0.37 0.39 -0.24
H 2.123141 -2.126037 0.242432 0.56 -1.03 -0.90
C 1.640357 -1.483469 0.917436 -1.44 2.36 -0.01
H 2.369700 -1.140929 1.667514 -0.30 0.08 -0.39
H -2.067957 3.849320 -1.778885 -0.60 0.99 0.44
O -2.903924 1.965189 -1.142646 -0.90 0.78 0.59
C -2.280233 2.851919 -2.074189 1.67 -2.70 0.02
H 0.595800 -3.159243 1.614934 -0.69 -0.05 0.12
O -0.794105 -1.688018 1.180183 -3.18 1.03 -1.35
H 0.389913 -1.713130 2.635676 0.22 -0.31 -0.10



Entry 4:
71
Properties=species:S:1:pos:R:3:forces:R:3 method="wB97M-V/def2-TZVPD" relative_energy_kj_mol=101.5 homo_lumo_gap_ha=0.3964 homo_ha=-0.3988 total_charge=0 e_lumo_ev=-0.067 smiles="COC(=O)OC.COC(=O)OC.COC(=O)OC.ClC(Cl)Cl.CC#N.CC#N.CC#N.CC#N.CC#N"
O 20.502930 15.981600 -16.123060 0.41 -0.09 0.36
C 8.785490 18.705940 -20.000600 0.74 0.99 -0.09
H 8.769040 9.307410 -20.988440 0.01 0.55 0.11
O 18.916850 8.846820 -16.225750 -0.02 -0.54 -0.51
C 11.747160 24.664770 -19.484310 -0.56 1.58 0.27
H 23.618190 14.196040 -23.701650 -0.02 -0.45 0.10
H 10.301730 8.549840 -21.123790 0.23 0.01 0.16
C 22.171580 14.268640 -22.179480 -1.76 -0.34 0.84
N 10.690500 11.353850 -22.446310 0.68 1.12 -0.84
H 23.544460 17.963880 -17.244820 0.24 0.44 0.35
H 19.768950 7.246850 -15.069590 -0.12 -0.02 -0.57
Cl 13.587260 12.631880 -15.743710 0.86 1.18 1.23
O 19.120810 7.118820 -17.764850 -0.51 2.19 1.06
C 18.686530 8.210470 -17.391530 0.60 -1.77 -0.52
H 19.464750 18.499610 -21.100710 0.32 0.16 0.11
H 9.066160 15.890340 -18.494750 0.14 -0.14 -0.59
H 24.076240 17.624790 -15.535510 0.00 0.26 -0.18
H 19.634930 8.828570 -14.351480 0.00 0.08 -0.12
C 14.399030 13.473820 -14.272560 -1.31 -0.94 -0.15
N 11.213120 25.683840 -19.381720 0.37 -0.86 -0.07
Cl 13.185090 14.500250 -13.406670 0.82 -0.71 -0.61
H 15.221320 14.121100 -14.577460 -0.26 -0.34 -0.19
H 15.543800 14.462030 -19.908520 -0.07 0.12 0.03
H 13.482870 23.664260 -19.904910 -0.05 -0.42 -0.19
H 10.073850 9.688420 -19.778670 -0.23 -0.06 -0.09
C 23.532780 14.524050 -22.665690 -0.46 -0.03 -0.49
H 7.090780 20.503330 -21.273640 -0.07 -0.09 -0.18
N 14.657380 17.525550 -19.548960 0.08 -2.22 -0.78
H 21.531500 14.370670 -17.021470 -0.06 0.15 0.09
H 23.744890 15.589600 -22.753530 0.03 0.00 0.65
C 9.831390 9.485630 -20.821840 0.79 0.11 -0.57
N 22.242780 20.043980 -21.819270 -0.27 0.02 0.04
O 21.194110 18.113780 -16.231800 0.82 -2.53 0.22
H 14.780180 14.923220 -21.446420 -0.19 0.03 0.14
C 20.768940 14.561430 -16.266340 -0.23 0.25 -0.70
H 7.947590 20.115130 -22.838060 -0.13 -0.10 0.26
C 19.863550 8.311480 -15.283390 -0.14 0.26 0.35
C 14.712300 15.002040 -20.361400 -0.21 0.91 0.54
C 10.386850 10.561180 -21.691680 -1.47 -1.74 1.24
H 19.810420 14.193970 -16.632810 0.15 -0.20 0.14
O 9.025640 17.377090 -19.884420 -0.30 1.03 0.53
H 24.217780 13.968460 -22.025230 0.18 0.32 -0.16
C 21.140050 19.850190 -21.559030 -1.02 -0.76 0.58
Cl 14.996290 12.145870 -13.235530 -0.11 0.82 -0.30
H 24.744400 16.749870 -16.924030 -0.47 -0.79 0.15
H 12.411090 22.882310 -18.697770 0.08 -0.27 -0.24
C 23.844350 17.210310 -16.516600 -0.70 0.97 -0.19
C 21.446300 16.915650 -16.217380 1.31 1.13 -0.79
C 9.320590 16.947980 -18.563860 -0.12 -1.37 1.36
H 8.810930 20.877930 -21.465140 -0.23 0.54 -0.28
O 22.720490 16.333430 -16.385770 -1.46 -0.07 0.36
O 17.844180 8.970780 -18.098880 0.32 0.03 0.78
C 12.453810 23.410840 -19.650100 -0.38 0.44 0.19
C 17.584220 8.608530 -19.442330 -0.40 0.02 -0.58
H 10.353960 17.020970 -18.224870 0.20 0.44 -0.67
H 19.369050 20.176410 -20.403380 0.07 -0.27 0.06
H 20.881800 8.575160 -15.569300 -0.07 -0.19 -0.20
H 11.895570 22.905260 -20.438050 0.53 -0.49 0.04
H 21.044230 14.047340 -15.345460 -0.03 0.47 0.17
C 19.687610 19.557200 -21.241940 1.23 0.94 -0.84
O 8.946690 19.554380 -19.148850 -0.44 -0.90 -0.51
H 17.462910 7.539180 -19.615110 0.20 0.01 0.35
H 8.724040 17.338820 -17.739550 -0.28 0.87 -0.55
O 8.453350 18.940100 -21.270800 -0.36 -2.07 -0.19
H 18.369670 8.999400 -20.089170 0.03 -0.07 0.02
H 13.766420 14.630960 -19.966770 0.06 -0.51 -0.35
C 14.698960 16.420560 -19.922790 0.32 1.67 0.42
C 8.017640 20.187940 -21.752760 0.87 0.81 0.90
H 19.169170 19.918760 -22.129970 -0.32 -0.14 0.08
H 16.641200 9.100620 -19.680340 0.13 0.01 -0.07
N 21.120650 14.020360 -21.738560 2.00 0.53 -0.92



Entry 5:
36
Properties=species:S:1:pos:R:3:forces:R:3 method="wB97M-V/def2-TZVPD" relative_energy_kj_mol=231.5 homo_lumo_gap_ha=0.3920 homo_ha=-0.3639 total_charge=0 e_lumo_ev=0.764 smiles=CCO.CCO.CCO.CCO
H 4.382381 -1.506357 2.004861 0.67 0.92 0.50
O 2.648901 -0.262097 0.611821 -0.49 0.43 -3.58
H -2.371709 3.411403 3.891501 -0.60 0.52 0.84
H 3.418791 0.967833 2.075371 -0.46 0.47 0.01
C 3.510381 -1.144037 2.549331 -1.83 -0.11 1.09
H 3.475131 -1.127127 3.638631 1.48 0.76 0.28
H -1.640329 0.595043 -2.309989 -0.21 0.45 0.35
O 0.058121 1.401323 4.601241 1.84 -0.63 0.00
H -0.988629 -1.388267 -1.104279 -0.45 0.07 0.00
H -2.258779 -0.695507 -5.990689 -0.37 0.26 0.45
H -0.392329 1.664773 -1.515029 -0.32 -0.09 0.43
H 2.955921 -2.082477 2.547271 -1.13 0.11 -1.06
H -1.213699 0.786263 0.609771 -0.44 0.23 0.48
H 0.256131 -0.662787 -0.185559 0.32 0.50 -0.15
H -0.858369 1.991453 2.851501 0.53 -0.25 -0.06
H -1.776979 1.033823 3.969431 -0.86 0.53 0.01
H 1.747501 0.182623 2.284491 0.27 0.47 0.40
C -0.646699 -1.761127 -5.131599 0.07 -1.41 -0.36
C -0.686079 0.650723 -1.786149 0.83 -1.56 -0.57
O -0.255589 -3.067577 -4.672889 0.27 0.12 -0.17
H -1.509669 3.170053 5.554951 -1.01 -0.23 0.05
C -1.061659 1.854373 3.913561 0.27 0.35 0.11
O -1.644849 -0.006957 0.283401 0.01 -0.23 0.54
H -0.442489 -1.010377 -4.368199 -0.52 0.03 0.20
H 3.531541 -0.309577 0.237261 -0.04 -0.10 -0.27
H -0.202039 1.123123 5.482451 -0.07 0.02 -0.02
H 0.020991 0.355363 -2.561339 0.34 -0.03 -0.05
C -0.693099 -0.433327 -0.669729 -0.05 0.66 -1.02
H -2.172599 -2.188837 -6.717179 0.65 -0.56 0.07
C 2.765291 0.113153 1.900601 1.48 -2.93 2.66
H -2.863949 -2.159027 -5.140589 0.22 0.25 0.45
H -0.841899 -3.439917 -4.010159 -0.27 0.37 0.03
C -2.053679 -1.734677 -5.733469 0.09 0.76 -0.52
H -0.817019 4.057823 4.334671 0.59 -0.46 -0.76
C -1.470839 3.195633 4.465951 -0.68 0.13 -0.21
H 0.091911 -1.574737 -5.911229 -0.14 0.17 -0.15



Entry 6:
19
Properties=species:S:1:pos:R:3:forces:R:3 method="wB97M-V/def2-TZVPD" relative_energy_kj_mol=318.4 homo_lumo_gap_ha="0.2647 / 0.2647" homo_ha="-0.2446 / -0.2446" total_charge=0 e_lumo_ev="0.547 / 0.547"
H 0.972543 0.099840 1.280395 -0.81 0.16 0.40
H 1.844656 -1.052123 -2.358375 -0.07 0.07 0.15
H 2.272505 -0.733427 0.488639 -0.07 -0.06 -0.07
H -0.372082 -0.608078 -0.041576 -0.39 -0.02 0.47
C -2.081133 0.428772 0.370830 0.08 -0.05 0.04
H -2.933536 0.406417 1.050871 0.03 0.02 -0.03
N 1.699117 0.088202 0.328753 -0.43 -0.18 -0.58
N 0.557978 1.171061 -1.375259 -0.09 -0.21 -0.03
H -0.725706 0.640776 2.518147 0.03 0.04 -0.14
H -1.674175 1.448627 0.329465 -0.02 -0.04 0.05
H 0.159024 1.101506 -2.297579 -0.01 -0.03 0.06
H 1.076835 -2.040890 -1.253620 0.03 0.09 0.01
H 1.202436 1.937767 -1.251223 -0.06 -0.10 0.06
N 1.069625 -1.136994 -1.706897 -0.30 -0.06 -0.01
C -0.409153 -0.238901 1.959667 0.98 0.05 -0.15
N -1.095323 -0.557819 0.813263 0.21 0.00 -0.76
H -2.426840 0.165679 -0.629270 -0.02 0.00 0.03
C 0.955216 -0.042983 -0.799924 1.05 0.39 0.43
H -0.091987 -1.077434 2.573694 -0.15 -0.06 0.06



Entry 7:
17
Properties=species:S:1:pos:R:3:forces:R:3 method="wB97M-V/def2-TZVPD" relative_energy_kj_mol=13.0 homo_lumo_gap_ha=0.3118 homo_ha=-0.3163 total_charge=0 e_lumo_ev=-0.123 smiles="C[C@@H]1SC1=S.CC(O)=S"
C 2.075002 1.953183 -2.449000 0.23 0.36 -0.77
S 3.537327 2.091020 -3.090681 -0.41 0.08 0.21
S 0.463544 2.633694 -2.416089 0.51 -0.11 -0.17
C 1.219414 1.100581 -1.663438 -0.36 -0.28 -1.17
H -0.274557 -0.580751 -1.872116 1.74 1.03 0.05
H 1.334845 1.320542 -0.630547 -0.11 -0.77 0.97
H 0.546435 -0.298794 -3.313137 0.86 0.85 0.32
H -1.770801 -1.500979 3.990095 -1.19 1.27 2.62
H -0.896375 -2.422319 3.130520 3.12 -2.68 -0.39
H -1.675316 0.995506 1.320630 -0.30 -0.27 -0.31
C 0.788841 -0.237213 -2.233045 -4.21 -0.02 -0.10
H -2.363061 -2.019356 2.504093 -3.15 -1.35 -1.51
C -1.093760 -0.465442 2.242222 1.05 -0.73 -0.59
C -1.562325 -1.688826 3.009430 1.17 3.57 -1.27
H 1.341953 -1.088317 -2.014783 1.75 -1.15 0.66
S 0.414684 0.036999 1.839615 0.29 -0.39 0.85
O -2.085850 0.170473 1.646230 -0.98 0.57 0.59